## A
# C30H36N6O11P2STi

A molecular structure, C30H36N6O11P2STi (ωB97M-V/def2-TZVPD, the Open Molecules 2025 dataset).

Structure (ORCA input):
```
! RIJCOSX wB97M-V def2-TZVPD def2/J DEFGRID3
* xyz 1 2
Ti 0.09814 -0.28325 0.31616
S 3.95295 1.43899 1.89936
P -1.11600 -3.26416 0.73468
P 0.22339 -1.93316 3.10624
O 1.54400 -0.84814 -0.90007
O 1.51263 -2.81060 3.04803
O 0.34212 -0.64526 2.34132
O -3.13285 0.49410 -0.07068
O 0.20591 2.26829 2.49252
O 0.02457 -1.65978 4.64673
O 0.31115 -3.94517 0.47624
O -2.23113 -4.00900 0.15681
O -0.97098 -1.77188 0.28756
O -0.94501 -4.28034 3.23751
O -0.74588 0.19749 -1.54465
N -1.19296 1.13062 1.04085
N 1.44180 1.65832 -0.18045
N 4.63954 -0.29363 3.81215
N 3.03073 -0.64611 0.73087
N 3.50460 -1.13610 1.94273
N 1.94526 -1.25058 0.28919
C 2.58347 3.47448 -1.94546
C 4.03615 -0.16160 2.62819
C 3.33673 2.44504 -1.39457
C 1.26451 3.59805 -1.57590
C -2.55372 1.20433 0.71682
C -2.62569 0.01399 -6.26228
C -2.14893 2.82659 2.33206
C -4.70220 3.80897 2.49402
C -1.64056 -0.37346 -3.68097
C -2.26067 -1.25629 -5.83189
C -1.95719 2.11959 -3.18879
C 0.73373 2.65146 -0.71109
C -2.47559 -2.47456 2.96497
C -2.50798 1.08503 -5.37869
C -1.11974 -3.04742 2.56026
C 3.63506 0.61600 0.27661
C -2.02276 0.92455 -4.09479
C -1.13050 -0.64732 -2.36507
C 4.95401 0.27106 -0.40827
C -0.89010 2.08690 2.01152
C -3.68910 4.34269 3.28868
C 5.19137 -1.53700 4.37840
C -4.44927 2.76982 1.60404
C -1.43360 -2.88738 -4.14334
C -2.38731 3.85609 3.22065
C -3.15914 0.23696 -7.64602
C -1.78335 -1.47814 -4.55162
C 2.74565 1.57441 -0.49869
C -3.15334 2.29785 1.54404
C 4.17664 -2.57549 4.81107
H 5.49029 -0.45371 0.20183
H -2.05609 -3.23180 -3.31483
H 2.27675 -2.34010 2.62282
H -0.60195 -0.95444 4.85509
H 4.37613 2.34544 -1.66040
H 5.58734 1.14726 -0.51867
H -1.59619 -3.56402 -4.97934
H -0.13313 -4.70278 2.92615
H 3.03753 4.16653 -2.64183
H 4.75579 -0.17146 -1.38550
H -2.36124 -2.09459 -6.51046
H -2.56080 0.98057 -8.17420
H -5.70273 4.21288 2.57511
H 3.73249 -3.08611 3.96366
H -2.63363 -1.48644 2.52881
H -2.81847 2.07185 -5.70265
H 0.22107 -4.71705 -0.09885
H 4.68804 -3.33035 5.40863
H 0.63509 4.38999 -1.95573
H -1.07314 -1.69751 -2.07121
H -0.38950 -2.98103 -3.84147
H -5.22879 2.34486 0.98597
H 5.89728 -1.96592 3.66230
H -1.59351 4.26219 3.83315
H 5.76563 -1.20831 5.24288
H -2.54106 -2.42058 4.05172
H -0.31441 2.67734 -0.45305
H -4.18183 0.61500 -7.60286
H -2.48480 2.95674 -3.64315
H 5.07746 0.54797 4.14828
H -3.15901 -0.68205 -8.22845
H -0.92073 2.41438 -3.01920
H -3.25948 -3.13952 2.60552
H 3.38643 -2.13560 5.41909
H -3.92473 5.14933 3.97030
H -2.40059 1.90518 -2.21645
*
```

## Properties
- HOMO-LUMO gap (alpha / beta): 7.57 / 7.59 eV

## B
# C30H36N6O11P2STi

A molecular structure, C30H36N6O11P2STi (ωB97M-V/def2-TZVPD, the Open Molecules 2025 dataset).

Structure (ORCA input):
```
! RIJCOSX wB97M-V def2-TZVPD def2/J DEFGRID3
* xyz 1 2
Ti -0.21884 0.26044 -0.65367
S -1.68489 -1.25466 2.87099
P -0.14058 -1.22817 -3.58791
P 2.51226 -0.80084 -1.96848
O 1.34685 0.99675 -3.37606
O -0.64997 -0.59950 -2.28056
O -0.70897 1.68338 2.02660
O 3.50377 0.33171 -2.42421
O 0.10976 3.64390 0.07991
O 1.60528 -0.39682 -0.82993
O -0.81005 -2.71709 -3.54533
O 3.57477 -1.85653 -1.43514
O 1.61874 -3.04145 -2.62616
O -0.42713 -0.59205 -4.87225
O 0.47418 -0.22216 1.64725
N -1.82451 -1.26257 0.00016
N -0.19794 1.05010 1.19638
N -0.96697 -3.74683 2.33993
N -2.27452 1.17281 -0.80565
N -1.51007 -2.52222 0.47184
N 0.46760 2.00709 -1.50219
C -2.58855 2.45340 -0.98166
C 1.63840 -2.35599 5.84922
C -0.61996 -4.97030 1.63887
C -3.79473 2.86834 -1.52786
C -2.91553 -1.13152 -0.65843
C 0.98692 -1.53963 3.67356
C 1.62724 3.92050 -4.42506
C -4.71191 1.91134 -1.92002
C -3.20871 0.24170 -1.10291
C 1.71193 5.30708 -4.51467
C -1.36170 -2.61360 1.74948
C 1.83687 -2.47866 3.07413
C 1.62249 -1.74840 -3.26163
C 2.47188 -3.30862 5.27620
C 0.87662 4.21328 -2.14626
C 0.03401 -0.46073 5.77141
C 0.44984 3.32138 -1.03544
C -3.89667 -2.22603 -0.91104
C 2.55834 -3.34293 3.89483
C -1.71253 -6.02153 1.75568
C 2.41066 -1.77054 -4.56312
C -4.42267 0.57529 -1.68324
C 1.19889 3.40118 -3.21947
C 3.25752 -4.25419 6.13393
C 1.00635 1.99814 -2.77080
C 0.04502 -0.61264 2.93677
C 2.05373 -2.60322 1.59174
C 0.90175 -1.47267 5.07650
C 0.96801 5.58891 -2.22117
C 1.39114 6.12438 -3.43424
H 3.18780 -2.74386 -1.35979
H 2.47846 -1.69002 1.18489
H -0.93682 -3.73807 3.34613
H -5.13752 -0.19300 -1.93275
H 2.42132 -0.77789 -5.00733
H -5.64870 2.19414 -2.37867
H -4.80899 -2.06287 -0.33409
H 1.56489 -2.29390 6.92798
H -4.16761 -2.24322 -1.96672
H -3.99083 3.92397 -1.64214
H 0.32286 -5.33635 2.05363
H 1.47552 7.19697 -3.54331
H 3.43082 -2.11512 -4.38606
H -1.25349 -2.88666 -4.38806
H -2.64821 -5.65191 1.33826
H 1.13241 -2.80704 1.04559
H -0.44433 -4.70742 0.59650
H 3.89109 -3.70762 6.83220
H 4.42315 0.09073 -2.23319
H 2.03351 5.76306 -5.44121
H -3.46851 -3.18491 -0.63395
H 2.74755 -3.42129 1.39873
H -1.88678 -6.29435 2.79599
H 2.59275 -4.88615 6.72429
H 1.87643 3.27759 -5.25705
H 0.78489 -3.48194 -2.85310
H -1.85614 3.17592 -0.65491
H -1.42763 -6.92248 1.21506
H -1.01672 -0.55294 5.49052
H -0.07659 0.29736 3.52833
H 0.35087 0.55990 5.54657
H 1.93176 -2.45691 -5.26146
H 3.22099 -4.06175 3.42761
H 0.09917 -0.59082 6.84903
H 3.89373 -4.89967 5.53139
H 0.72774 6.21627 -1.37471
*
```

## Properties
- HOMO-LUMO gap (alpha / beta): 7.50 / 7.20 eV

Compare the structures above. Which one is the least stable? B is.